1.
Here is a structure of composition C6H16F2GaNO2P from the OMol25 dataset. Energies are from ωB97M-V with the def2-TZVPD basis set.

## Properties
E (hartree): -2909.4144
HOMO energy (eV): -4.5
Kohn-Sham gap (Ha): 0.2778
LUMO (eV): 3.022

```
! wB97M-V def2-TZVPD RIJCOSX def2/J DEFGRID3
* xyz -1 1
O 2.495 -0.031 -1.434
P 1.823 -1.353 -1.737
Ga -0.111 -1.877 -0.393
F -1.365 -2.460 -1.588
C 0.351 -3.340 0.917
C 1.114 -2.859 2.156
C 2.276 -1.918 1.913
F 3.449 -2.649 1.659
H 1.481 -1.420 -3.119
H 2.761 -2.427 -1.697
H -0.600 -0.563 0.286
H -0.609 -3.746 1.250
H 0.866 -4.182 0.451
H 0.437 -2.405 2.881
H 1.562 -3.719 2.670
H 2.481 -1.318 2.803
H 2.120 -1.224 1.086
C -3.068 3.402 0.002
C -2.097 2.243 -0.130
O -2.289 1.161 0.382
N -0.961 2.452 -0.858
C -0.540 3.649 -1.544
H -3.903 3.063 0.607
H -2.597 4.258 0.489
H -3.439 3.718 -0.974
H -0.359 1.639 -0.895
H -0.417 3.465 -2.614
H 0.416 4.008 -1.155
H -1.278 4.436 -1.416
*
```

=====

2.
Here is a structure of composition C6H16N in a non-equilibrium geometry from the OMol25 dataset. Energies are from ωB97M-V with the def2-TZVPD basis set.

## Properties
Energy relative to the best compared isomer or geometry (same formula, charge and spin) (eV): 2.158
E (hartree): -292.8045
⟨S²⟩: 0.755
HOMO energy (alpha / beta) (eV): -7.6 / -8.8
Kohn-Sham gap (alpha / beta) (Ha): 0.3220 / 0.3398
LUMO (alpha / beta) (eV): 1.121 / 0.447

```
! wB97M-V def2-TZVPD RIJCOSX def2/J DEFGRID3
* xyz 0 2
C -1.553 -1.108 1.629
C -0.491 -1.224 0.545
C 0.172 0.063 0.076
C 0.783 0.334 -1.290
C 2.107 0.918 -1.282
C -0.161 1.254 -2.118
N 0.350 -2.281 1.014
H -2.049 -2.133 1.767
H -1.235 -0.510 2.471
H -2.344 -0.599 1.145
H -0.827 -1.606 -0.431
H -1.454 1.772 2.690
H 0.095 0.911 0.809
H 0.833 -0.612 -1.729
H 2.877 0.208 -1.023
H 2.025 1.511 -0.326
H 2.437 1.482 -2.061
H -0.242 2.293 -1.731
H 0.043 1.396 -3.137
H -1.119 0.627 -2.085
H 0.712 -2.913 0.321
H -2.002 2.235 2.984
H 1.041 -2.018 1.762
*
```

=====

3.
Here is a cluster of 2 separate species, C6H16N in total in a non-equilibrium geometry from the OMol25 dataset. Energies are from ωB97M-V with the def2-TZVPD basis set.

## Properties
Energy relative to the best compared isomer or geometry (same formula, charge and spin) (eV): 2.940
E (hartree): -292.6162
HOMO energy (eV): -14.4
Kohn-Sham gap (Ha): 0.2691
LUMO (eV): -7.088

```
! wB97M-V def2-TZVPD RIJCOSX def2/J DEFGRID3
* xyz 1 1
C -1.806 -0.565 1.238
C -0.713 -0.759 0.253
C 0.569 -0.064 0.440
C 1.514 -1.095 1.127
C 1.148 0.505 -0.878
C 2.481 1.216 -0.710
N -2.866 0.628 -1.207
H -2.716 -1.027 0.873
H -2.003 0.495 1.394
H -1.543 -0.985 2.219
H -0.617 -1.791 -0.105
H 0.432 0.775 1.131
H 1.772 -1.868 0.400
H 1.015 -1.500 2.007
H 2.415 -0.576 1.442
H 0.393 1.208 -1.236
H 1.224 -0.331 -1.580
H 2.446 1.977 0.073
H 2.766 1.740 -1.622
H 3.295 0.521 -0.503
H -1.985 0.152 -1.042
H -3.433 0.053 -1.823
H -2.721 1.477 -1.743
*
```

=====

4.
Here is the ion C6H16N2 with charge -1 in a non-equilibrium geometry from the OMol25 dataset. Energies are from ωB97M-V with the def2-TZVPD basis set.

## Properties
Energy relative to the best compared isomer or geometry (same formula, charge and spin) (eV): 1.113
E (hartree): -347.6176
⟨S²⟩: 0.750
HOMO energy (alpha / beta) (eV): 1.5 / -4.8
Kohn-Sham gap (alpha / beta) (Ha): 0.0772 / 0.3034
LUMO (alpha / beta) (eV): 3.567 / 3.452

```
! wB97M-V def2-TZVPD RIJCOSX def2/J DEFGRID3
* xyz -1 2
N 3.338 -0.231 -0.196
C 2.474 -1.293 0.274
C 1.085 -1.183 -0.466
N 0.215 -0.413 0.417
C -3.239 -0.195 0.182
C -2.063 0.544 0.756
C -0.842 0.419 -0.172
C -0.300 1.785 -0.629
H 3.909 -0.412 -1.007
H 3.800 0.336 0.504
H 2.279 -1.043 1.321
H 2.929 -2.287 0.231
H 0.615 -2.174 -0.492
H 1.327 -0.758 -1.445
H 0.756 0.180 1.039
H -3.468 -0.016 -0.867
H -3.046 -1.286 0.200
H -4.134 -0.123 0.819
H -2.304 1.609 0.932
H -1.832 0.282 1.792
H -1.163 -0.142 -1.069
H -0.890 2.685 -0.432
H 0.569 2.085 -0.026
H -0.014 1.630 -1.666
*
```

=====

5.
Here is a structure of composition C6H16N2 in a non-equilibrium geometry from the OMol25 dataset. Energies are from ωB97M-V with the def2-TZVPD basis set.

## Properties
Energy relative to the best compared isomer or geometry (same formula, charge and spin) (eV): 7.887
E (hartree): -347.4350
HOMO energy (eV): -8.1
Kohn-Sham gap (Ha): 0.2700
LUMO (eV): -0.769

```
! wB97M-V def2-TZVPD RIJCOSX def2/J DEFGRID3
* xyz 0 1
C 0.075 0.617 -1.120
C -0.311 -0.239 -2.284
C -1.354 0.282 -1.195
N -0.293 -2.569 -0.227
C 0.776 -0.206 -0.211
N 0.752 0.239 1.184
C 0.278 -0.741 2.174
C 0.086 1.495 1.434
H 1.445 2.733 -0.939
H 1.383 3.464 -1.067
H 0.363 -1.084 -2.315
H -0.670 0.095 -3.246
H -1.650 -0.262 -0.300
H -2.048 1.072 -1.440
H -1.133 -2.362 -0.760
H 0.165 -3.355 -0.674
H 0.204 -1.351 -0.294
H 1.834 -0.339 -0.432
H 0.522 -1.736 1.823
H -0.800 -0.653 2.363
H 0.854 -0.599 3.089
H 0.271 1.833 2.450
H 0.262 2.251 0.670
H -1.014 1.416 1.316
*
```

=====

6.
Here is the molecule C6H16N2 from the OMol25 dataset. Energies are from ωB97M-V with the def2-TZVPD basis set.

## Properties
Energy relative to the best compared isomer or geometry (same formula, charge and spin) (eV): 0.990
E (hartree): -347.6885
HOMO energy (eV): -8.6
Kohn-Sham gap (Ha): 0.3540
LUMO (eV): 1.072
SMILES: CCCNCCCN

```
! wB97M-V def2-TZVPD RIJCOSX def2/J DEFGRID3
* xyz 0 1
C -2.864 -0.369 2.056
C -2.180 -0.098 0.712
C -1.337 -1.281 0.219
N 0.105 -1.045 0.199
C 0.607 -0.629 -1.104
C 2.090 -0.243 -1.046
C 2.384 1.246 -1.369
N 2.442 2.126 -0.221
H -3.587 -1.179 1.973
H -3.325 0.547 2.441
H -2.128 -0.640 2.811
H -1.556 0.797 0.811
H -2.945 0.176 -0.009
H -1.627 -1.557 -0.792
H -1.551 -2.160 0.825
H 0.372 -0.356 0.889
H 0.046 0.235 -1.488
H 0.461 -1.452 -1.802
H 2.502 -0.455 -0.059
H 2.682 -0.866 -1.720
H 3.340 1.316 -1.889
H 1.612 1.574 -2.057
H 2.875 1.716 0.592
H 1.582 2.595 0.026
*
```

=====

7.
Here is a cluster of 2 separate species, C6H16N2 in total in a non-equilibrium geometry from the OMol25 dataset. Energies are from ωB97M-V with the def2-TZVPD basis set.

## Properties
Energy relative to the best compared isomer or geometry (same formula, charge and spin) (eV): 6.804
E (hartree): -347.4748
HOMO energy (eV): -7.0
Kohn-Sham gap (Ha): 0.1628
LUMO (eV): -2.621

```
! wB97M-V def2-TZVPD RIJCOSX def2/J DEFGRID3
* xyz 0 1
C -1.719 -0.315 -2.032
N -0.618 0.151 -1.243
C -1.021 3.138 0.047
C 0.582 -2.008 -1.120
C -0.213 -0.932 -0.387
C 0.662 -0.283 0.684
N 1.086 -1.259 1.609
C 1.955 -0.715 2.593
H -1.908 0.300 -2.916
H -1.706 -1.362 -2.353
H -2.614 -0.223 -1.398
H -1.147 2.105 0.355
H -1.980 3.522 0.415
H -0.929 3.345 -1.012
H 0.118 -2.519 -1.965
H 1.460 -1.449 -1.446
H 0.903 -2.807 -0.456
H -1.078 -1.247 0.226
H -0.203 3.584 0.608
H 1.597 0.092 0.224
H 0.123 0.647 0.968
H 1.417 -0.245 3.445
H 2.664 0.011 2.165
H 2.572 -1.530 2.989
*
```

=====

8.
Here is a cluster of 3 separate species, C6H16N2 in total in a non-equilibrium geometry from the OMol25 dataset. Energies are from ωB97M-V with the def2-TZVPD basis set.

## Properties
Energy relative to the best compared isomer or geometry (same formula, charge and spin) (eV): 10.256
E (hartree): -347.3479
HOMO energy (eV): -6.6
Kohn-Sham gap (Ha): 0.1578
LUMO (eV): -2.341

```
! wB97M-V def2-TZVPD RIJCOSX def2/J DEFGRID3
* xyz 0 1
C 1.415 0.295 0.584
C 2.570 -0.306 1.443
C 2.808 0.465 0.152
N -3.184 0.879 0.143
C 0.608 -0.880 0.121
N -0.177 -0.730 -1.090
C -1.566 -0.837 -0.845
C -0.002 0.626 -1.679
H -1.449 0.310 2.039
H -1.222 1.008 1.926
H 3.064 -1.249 1.292
H 2.736 0.150 2.408
H 3.039 0.061 -0.822
H 3.201 1.466 0.316
H -3.531 0.936 1.099
H -3.933 0.476 -0.418
H 1.321 -1.662 -0.193
H 0.033 -1.313 0.895
H -2.049 0.080 -0.203
H -1.757 -1.700 -0.217
H -2.128 -0.911 -1.772
H 1.056 0.760 -1.890
H -0.732 0.756 -2.463
H -0.121 1.318 -0.827
*
```

=====

9.
Here is a cluster of 3 separate species, C6H16N2 in total in a non-equilibrium geometry from the OMol25 dataset. Energies are from ωB97M-V with the def2-TZVPD basis set.

## Properties
Energy relative to the best compared isomer or geometry (same formula, charge and spin) (eV): 7.286
E (hartree): -347.4571
HOMO energy (eV): -8.3
Kohn-Sham gap (Ha): 0.2428
LUMO (eV): -1.684

```
! wB97M-V def2-TZVPD RIJCOSX def2/J DEFGRID3
* xyz 0 1
C -3.420 -0.775 -0.622
C -2.559 0.453 -0.237
N -1.192 0.063 0.015
C -0.955 -0.916 1.100
C -0.341 1.231 0.156
C 1.125 0.871 0.435
N 1.729 0.653 1.492
C 4.526 -0.188 -0.577
H -2.706 -1.527 -0.965
H -4.038 -1.257 0.122
H -4.023 -0.517 -1.493
H -2.615 1.300 -0.924
H -3.053 0.908 0.650
H -1.589 -1.790 0.917
H 0.072 -1.233 0.987
H -1.038 -0.538 2.123
H -0.640 1.992 0.878
H -0.311 1.861 -0.728
H 1.122 -0.547 -0.746
H 1.825 0.919 -0.445
H 3.452 -0.051 -0.708
H 4.663 -1.233 -0.257
H 4.793 0.429 0.265
H 5.174 -0.107 -1.439
*
```

=====

10.
Here is the molecule C6H16N2 in a non-equilibrium geometry from the OMol25 dataset. Energies are from ωB97M-V with the def2-TZVPD basis set.

## Properties
Energy relative to the best compared isomer or geometry (same formula, charge and spin) (eV): 1.136
E (hartree): -347.6831
HOMO energy (eV): -8.4
Kohn-Sham gap (Ha): 0.3513
LUMO (eV): 1.165
SMILES: CCNCCNCC

```
! wB97M-V def2-TZVPD RIJCOSX def2/J DEFGRID3
* xyz 0 1
C 1.261 -1.383 -3.836
C 1.488 -0.533 -2.613
N 0.289 -0.587 -1.775
C 0.371 0.296 -0.606
C -0.311 -0.278 0.606
N -0.689 0.795 1.531
C -0.701 0.385 2.926
C -1.529 1.270 3.861
H 0.447 -1.027 -4.477
H 1.007 -2.398 -3.536
H 2.136 -1.412 -4.491
H 1.796 0.477 -2.905
H 2.268 -1.027 -2.030
H -0.529 -0.360 -2.329
H 1.425 0.514 -0.414
H -0.015 1.305 -0.810
H -1.217 -0.821 0.309
H 0.332 -0.981 1.132
H -1.504 1.307 1.244
H -1.001 -0.664 3.017
H 0.329 0.522 3.276
H -1.868 2.144 3.301
H -0.993 1.585 4.749
H -2.436 0.778 4.215
*
```